Density functional theory data (ωB97M-V with the def2-TZVPD basis set) for a molecular structure, C75H168N14O15 at a distorted geometry.

Cartesian coordinates (Å):
C 13.392 20.211 10.871
C 13.776 19.397 9.678
C 14.024 17.901 10.039
N 14.389 17.066 8.892
C 13.331 16.976 7.839
C 14.799 15.652 9.397
C 15.846 15.103 8.297
C 16.453 16.346 7.693
C 15.751 17.565 8.389
H 13.914 19.900 11.755
H 12.349 19.949 11.184
H 13.597 21.295 10.735
H 14.700 19.876 9.275
H 12.979 19.580 8.958
H 13.138 17.444 10.537
H 14.793 17.820 10.795
H 13.765 16.561 6.928
H 12.884 17.938 7.730
H 12.535 16.253 8.132
H 13.854 15.106 9.438
H 15.174 15.853 10.350
H 15.322 14.414 7.612
H 16.618 14.601 8.881
H 16.334 16.436 6.581
H 17.525 16.459 7.794
H 15.481 18.301 7.671
H 16.297 17.922 9.262
C 16.247 23.053 22.626
C 15.126 23.410 23.600
C 13.820 23.077 22.900
N 12.534 23.168 23.673
C 12.413 22.106 24.761
C 11.406 23.055 22.762
C 10.219 23.794 23.414
C 10.863 24.771 24.427
C 12.355 24.586 24.262
H 16.312 21.922 22.480
H 17.166 23.318 23.099
H 16.081 23.422 21.552
H 15.141 24.483 23.950
H 15.151 22.791 24.465
H 13.914 22.050 22.518
H 13.690 23.723 22.015
H 11.408 22.074 25.224
H 13.066 22.395 25.609
H 12.534 21.115 24.315
H 11.243 22.013 22.476
H 11.719 23.481 21.834
H 9.466 23.203 23.994
H 9.757 24.328 22.585
H 10.569 24.454 25.396
H 10.561 25.816 24.240
H 12.923 24.597 25.160
H 12.770 25.314 23.604
C 9.552 30.534 25.537
C 9.946 30.760 24.082
C 11.276 30.262 23.594
N 11.432 30.293 22.072
C 10.416 29.560 21.386
C 12.761 29.713 21.775
C 13.136 30.230 20.391
C 12.531 31.647 20.376
C 11.682 31.715 21.586
H 8.569 30.860 25.837
H 10.141 31.048 26.210
H 9.524 29.444 25.765
H 9.934 31.813 24.017
H 9.230 30.310 23.424
H 11.435 29.224 23.816
H 12.075 30.805 24.111
H 9.507 30.100 21.379
H 10.195 28.638 21.830
H 10.571 29.385 20.332
H 12.714 28.621 21.850
H 13.362 30.094 22.592
H 12.682 29.552 19.612
H 14.230 30.247 20.221
H 11.882 31.687 19.557
H 13.253 32.478 20.268
H 10.648 32.181 21.453
H 12.114 32.241 22.359
C 14.892 10.044 16.519
C 14.712 11.560 16.498
C 13.655 12.074 15.482
N 14.219 13.041 14.347
C 13.109 13.873 13.779
C 14.857 12.149 13.312
C 15.974 13.010 12.759
C 16.561 13.582 14.062
C 15.242 14.011 14.826
H 15.114 9.684 17.515
H 15.804 9.738 15.872
H 14.063 9.603 16.051
H 15.624 12.126 16.426
H 14.252 11.855 17.425
H 12.844 12.637 15.942
H 13.292 11.208 14.923
H 12.357 13.223 13.328
H 13.587 14.445 13.028
H 12.664 14.445 14.578
H 14.092 11.841 12.629
H 15.231 11.339 13.879
H 15.691 13.853 12.147
H 16.731 12.378 12.236
H 17.166 14.460 13.904
H 17.072 12.760 14.594
H 15.054 14.963 14.442
H 15.151 14.119 15.957
C 9.894 26.794 17.174
C 10.819 25.553 17.001
C 12.119 25.990 16.280
N 12.935 24.850 15.633
C 13.252 23.761 16.607
C 14.119 25.509 14.966
C 14.486 24.510 13.940
C 13.193 23.669 13.600
C 12.103 24.266 14.425
H 10.462 27.734 17.326
H 9.168 26.645 17.958
H 9.264 26.990 16.277
H 10.285 24.746 16.496
H 11.080 25.352 18.061
H 12.741 26.549 17.053
H 11.925 26.703 15.505
H 13.694 22.978 16.028
H 12.295 23.516 17.121
H 13.963 24.131 17.396
H 14.917 25.825 15.704
H 13.834 26.504 14.548
H 15.213 23.784 14.305
H 15.063 24.972 13.144
H 13.487 22.663 13.867
H 12.903 23.635 12.553
H 11.343 23.588 14.846
H 11.810 25.205 14.008
C 9.335 12.470 21.296
C 10.013 13.802 20.854
C 10.748 14.343 22.070
N 11.664 15.493 21.775
C 11.039 16.482 20.888
C 12.996 14.948 21.209
C 13.694 14.382 22.426
C 13.096 15.144 23.735
C 12.112 16.081 23.103
H 9.992 11.839 21.865
H 8.946 11.950 20.387
H 8.562 12.705 21.954
H 9.251 14.472 20.493
H 10.771 13.629 20.062
H 11.426 13.511 22.391
H 10.133 14.568 22.905
H 10.143 16.959 21.339
H 10.930 15.989 19.948
H 11.839 17.235 20.793
H 13.462 15.851 20.735
H 12.881 14.239 20.431
H 14.795 14.473 22.430
H 13.586 13.290 22.635
H 13.823 15.687 24.320
H 12.615 14.386 24.332
H 12.571 17.068 22.887
H 11.176 16.354 23.648
C 20.118 17.853 29.563
C 21.132 18.051 30.756
C 21.753 16.853 31.062
N 23.174 16.629 31.808
C 23.265 17.735 32.918
C 24.493 16.991 30.717
C 25.458 15.955 31.098
C 24.995 15.082 32.057
C 23.623 15.438 32.564
H 19.591 18.763 29.438
H 21.535 19.049 31.086
H 19.753 16.806 29.920
H 23.734 38.731 30.330
H 21.281 17.618 28.202
H 21.991 16.266 30.001
H 21.036 16.200 31.570
H 22.350 17.740 33.435
H 23.287 18.683 32.347
H 24.072 17.406 33.559
H 24.955 18.053 30.890
H 23.867 16.934 29.815
H 26.495 16.027 30.745
H 25.126 14.867 30.686
H 25.995 16.540 33.842
H 25.434 14.152 32.552
H 23.513 15.444 33.647
H 23.196 14.661 32.092
C 20.204 17.102 16.580
C 20.603 17.432 15.120
C 19.919 18.732 14.713
N 20.295 19.272 13.343
C 19.871 20.757 13.278
C 19.596 18.487 12.237
C 20.607 18.494 11.064
C 21.803 19.254 11.499
C 21.838 19.045 13.018
H 19.239 16.633 16.815
H 20.240 17.961 17.260
H 20.835 16.277 16.884
H 20.262 16.615 14.468
H 21.710 17.563 15.170
H 20.068 19.548 15.444
H 18.852 18.629 14.675
H 19.851 21.041 12.198
H 20.604 21.342 13.809
H 18.819 20.876 13.652
H 18.606 18.856 12.218
H 19.472 17.446 12.617
H 20.244 18.838 10.125
H 20.842 17.442 11.065
H 21.745 20.276 11.223
H 22.706 18.788 11.075
H 22.413 19.775 13.616
H 22.039 17.988 13.256
C 10.776 20.537 19.372
C 11.975 20.808 18.425
C 12.708 19.543 18.030
C 14.120 19.970 17.584
N 15.227 18.945 17.540
C 15.163 17.931 16.437
C 15.959 16.800 16.926
C 16.245 17.027 18.455
C 15.312 18.134 18.778
C 16.538 19.642 17.293
C 17.076 20.574 18.473
C 18.368 21.222 17.955
H 10.146 21.463 19.394
H 11.188 20.187 20.382
H 10.065 19.742 18.900
H 12.672 21.543 18.897
H 11.588 21.380 17.531
H 12.261 18.961 17.188
H 12.774 18.830 18.851
H 14.464 20.734 18.230
H 14.074 20.368 16.576
H 15.581 18.389 15.499
H 14.174 17.692 16.269
H 16.846 16.672 16.287
H 15.327 15.933 16.808
H 17.233 17.285 18.781
H 15.867 16.164 18.944
H 15.450 18.814 19.617
H 14.344 17.695 19.020
H 16.338 20.225 16.435
H 17.250 18.848 17.140
H 17.277 20.036 19.423
H 16.283 21.265 18.675
H 18.726 22.084 18.514
H 18.112 21.570 17.041
H 19.193 20.540 17.942
N 13.065 15.158 17.783
O 13.888 14.297 18.085
O 12.963 16.225 18.402
O 12.286 14.910 16.808
N 15.925 21.049 13.959
O 15.927 21.219 12.718
O 14.846 20.869 14.662
O 17.019 20.973 14.604
N 12.140 26.262 20.578
O 12.061 26.557 21.756
O 12.508 25.131 20.269
O 11.940 27.172 19.719
N 13.591 19.522 21.700
O 12.862 19.630 22.718
O 13.806 20.533 20.953
O 14.111 18.410 21.454
N 16.263 17.017 12.766
O 17.008 17.110 13.773
O 16.850 17.174 11.627
O 15.041 16.721 12.811

**Net charge**: +4
**LUMO level**: -9.95 eV